[1]
This record from the OMol25 dataset describes C24H25FN4O4S as an isolated structure in a non-equilibrium geometry. The level of theory is ωB97M-V/def2-TZVPD.

Each line ends with the Mulliken charge.
CARTESIAN COORDINATES (ANGSTROEM)
C  5.737  -0.309  5.289  -0.92
H  6.373  -1.106  5.706  0.32
O  5.814  -0.664  3.922  -0.48
C  5.299  0.125  2.946  0.30
C  5.788  -0.255  1.523  -1.38
C  5.179  0.594  0.571  -0.65
C  4.254  1.706  0.781  -0.21
C  3.836  1.689  2.168  -0.26
C  4.400  1.062  3.281  1.21
O  3.964  1.407  4.466  -0.55
C  2.858  2.323  4.948  -0.62
H  2.819  2.227  5.960  0.31
H  2.105  1.928  4.074  0.24
H  3.112  3.355  4.495  0.26
H  3.108  2.457  2.291  0.64
C  3.515  2.350  -0.296  -1.24
C  2.184  1.662  -0.695  0.79
N  1.832  1.087  -1.642  -0.65
N  0.447  0.382  -1.561  -0.15
C  -0.072  0.806  -0.417  0.40
N  -1.247  0.176  -0.198  0.16
C  -1.894  0.574  1.153  0.31
O  -1.407  1.018  2.016  -0.35
C  -3.312  -0.005  1.201  -0.30
H  -3.642  -0.241  2.282  0.36
C  -4.340  0.399  0.073  -0.96
C  -4.664  -0.705  -0.917  0.67
O  -5.635  -0.727  -1.560  -0.57
N  -4.116  -1.731  -0.289  0.38
C  -4.455  -3.087  -0.935  -1.08
H  -4.651  -3.951  0.000  0.32
H  -5.270  -3.154  -1.481  0.55
C  -3.333  -3.614  -1.781  -1.66
C  -2.880  -2.552  -2.910  0.43
C  -3.829  -2.224  -3.847  -0.30
C  -3.796  -1.224  -4.551  -1.07
C  -2.450  -0.672  -4.600  0.67
C  -1.608  -0.540  -3.599  -0.61
C  -1.803  -1.814  -2.691  -0.21
H  -1.040  -1.985  -1.826  0.70
H  -0.681  -0.077  -3.655  0.39
F  -2.226  0.760  -5.308  -0.44
H  -4.267  -0.908  -5.452  0.46
H  -4.702  -2.748  -3.977  0.49
H  -3.521  -4.598  -2.188  0.53
H  -2.487  -3.876  -1.340  0.68
C  -3.324  -1.655  0.698  -0.76
H  -2.339  -2.045  0.422  0.38
H  -3.732  -2.379  1.752  0.31
H  -5.062  0.967  0.705  0.36
H  -3.831  1.121  -0.516  0.35
H  -1.810  -0.281  -0.962  -0.10
S  0.736  1.431  0.651  -0.35
H  3.307  3.362  -0.179  0.49
H  3.964  2.210  -1.345  0.32
H  5.252  0.434  -0.329  0.77
H  6.489  -0.949  1.499  0.60
H  4.829  -0.539  5.679  0.39
H  5.970  0.642  5.671  0.32

Properties
max |F|: 16.18 eV Å⁻¹
Kohn-Sham gap: 0.307 Ha
E_LUMO: 0.50 eV
relative energy (zero: lowest compared OMol25 entry of this formula, charge and spin): 17.384 eV
calculated total energy: -1946.96715 a.u.
total charge: 0

[2]
This record from the OMol25 dataset describes C24H25FeN3OS2 as an isolated structure in a non-equilibrium geometry. The level of theory is ωB97M-V/def2-TZVPD.

Each line ends with the Mulliken charge.
CARTESIAN COORDINATES (ANGSTROEM)
Fe  -0.258  -0.232  0.537  -0.23
C  -0.462  -2.159  3.688  -1.02
C  -0.474  -0.685  3.829  0.38
N  -0.481  0.130  2.828  0.26
C  -0.486  1.444  3.200  -0.31
C  -0.485  1.632  4.562  -0.44
S  -0.475  0.115  5.382  -0.21
C  -0.480  2.465  2.179  -0.01
C  -0.443  3.822  2.382  -0.62
S  -0.419  4.659  0.880  -0.19
C  -0.459  3.120  0.058  0.25
N  -0.487  2.103  0.858  0.57
C  -0.434  3.042  -1.422  -0.87
H  -0.555  -2.394  2.627  0.03
H  -1.289  -2.611  4.232  0.37
H  0.470  -2.579  4.064  0.31
H  -0.487  2.544  5.119  0.42
H  -0.415  4.365  3.304  0.44
H  -0.368  4.036  -1.857  0.47
H  -1.332  2.547  -1.792  0.14
H  0.421  2.448  -1.744  0.19
C  3.925  1.113  0.570  -1.25
C  3.814  -0.313  0.131  0.85
C  4.904  -1.057  -0.258  -0.76
C  4.773  -2.375  -0.676  -0.71
C  3.514  -2.957  -0.713  -0.71
C  2.392  -2.256  -0.338  1.17
C  1.033  -2.877  -0.418  -0.92
C  2.507  -0.902  0.118  0.17
N  1.458  -0.228  0.514  -0.14
H  4.961  1.445  0.582  0.39
H  3.497  1.226  1.568  0.23
H  3.351  1.755  -0.102  0.16
H  5.889  -0.609  -0.236  0.33
H  5.641  -2.941  -0.975  0.37
H  3.407  -3.980  -1.048  0.35
H  1.105  -3.958  -0.500  0.48
H  0.495  -2.501  -1.293  0.12
H  0.447  -2.622  0.479  -0.28
C  -4.426  -0.191  -0.187  -1.78
C  -2.987  -0.298  -0.627  0.70
O  -2.115  -0.495  0.305  -0.39
C  -2.627  -0.223  -2.006  0.90
C  -3.584  -0.225  -3.053  -0.55
C  -3.191  -0.248  -4.371  -0.70
C  -1.845  -0.232  -4.724  -0.46
C  -0.886  -0.174  -3.719  -1.23
C  -1.265  -0.179  -2.399  0.16
H  -4.453  -0.172  0.901  0.36
H  -5.001  -1.047  -0.542  0.40
H  -4.885  0.717  -0.577  0.43
H  -4.636  -0.225  -2.815  0.42
H  -3.941  -0.277  -5.149  0.39
H  -1.547  -0.256  -5.760  0.42
H  0.164  -0.115  -3.974  0.48
H  -0.489  -0.132  -1.627  0.65

Properties
max |F|: 4.35 eV Å⁻¹
multiplicity: 5
Kohn-Sham gap (alpha / beta): 0.137 / 0.152 Ha
E_LUMO (alpha / beta): -1.15 / -1.17 eV
relative energy (zero: lowest compared OMol25 entry of this formula, charge and spin): 0.806 eV
calculated total energy: -3229.08839 a.u.
total charge: 0
⟨S²⟩: 6.05

[3]
This record from the OMol25 dataset describes C24H25FeN6O2PS4Te as an isolated structure in a non-equilibrium geometry. The level of theory is ωB97M-V/def2-TZVPD.

Each line ends with the Mulliken charge.
CARTESIAN COORDINATES (ANGSTROEM)
Fe  -0.282  0.316  -0.358  -0.39
C  -3.305  4.941  -1.482  -1.05
C  -3.334  3.432  -1.510  -0.22
O  -2.882  2.797  -0.294  -0.39
P  -1.400  2.889  0.277  1.11
S  -1.270  1.590  1.745  -0.61
S  -0.078  2.576  -1.180  -0.38
O  -1.288  4.421  0.738  -0.41
C  -0.706  4.823  1.984  -0.44
C  0.806  4.770  1.936  -0.65
H  -3.800  5.303  -2.384  0.42
H  -2.291  5.333  -1.466  0.23
H  -3.836  5.331  -0.614  0.26
H  -2.738  3.036  -2.339  0.24
H  -4.355  3.065  -1.626  0.32
H  -1.101  4.189  2.783  0.34
H  -1.063  5.842  2.145  0.35
H  1.151  3.737  1.895  -0.03
H  1.228  5.241  2.824  0.43
H  1.175  5.294  1.055  0.27
S  2.175  -3.590  5.535  0.14
N  2.841  -2.333  4.774  -0.71
C  2.037  -2.015  3.769  0.90
C  2.243  -0.931  2.822  0.26
C  3.312  -0.035  2.868  -0.76
C  3.378  0.971  1.922  -0.98
C  2.380  1.066  0.947  -0.66
N  1.368  0.216  0.895  0.71
C  1.292  -0.763  1.815  0.41
C  0.095  -1.620  1.734  -0.61
N  -0.786  -1.308  0.755  0.78
C  -1.952  -1.930  0.754  -1.20
C  -2.259  -2.954  1.660  -1.14
C  -1.339  -3.328  2.611  -0.80
C  -0.127  -2.628  2.670  0.39
C  0.888  -2.844  3.688  0.98
N  0.850  -3.774  4.634  -0.70
H  4.057  -0.137  3.645  0.54
H  4.180  1.693  1.927  0.46
H  2.381  1.844  0.194  0.58
H  -2.657  -1.584  0.012  0.93
H  -3.221  -3.439  1.588  0.48
H  -1.533  -4.120  3.321  0.55
C  1.152  -2.957  -1.383  -0.46
C  1.669  -1.674  -1.925  0.24
N  1.200  -0.456  -1.755  1.21
C  1.983  0.375  -2.521  -0.75
C  2.937  -0.346  -3.157  -0.93
N  2.728  -1.647  -2.767  -0.04
H  0.758  -2.826  -0.381  -0.26
H  1.946  -3.701  -1.344  0.55
H  0.342  -3.335  -2.010  -0.19
H  1.790  1.430  -2.586  0.45
H  3.715  -0.067  -3.839  0.45
H  3.235  -2.456  -3.081  0.20
Te  -1.966  0.001  -2.301  -0.19
C  -1.802  -2.028  -2.890  0.18
C  -1.112  -2.419  -4.009  -0.38
C  -1.143  -3.817  -4.256  -0.52
C  -1.860  -4.494  -3.318  -0.51
S  -2.509  -3.414  -2.158  -0.19
H  -0.591  -1.708  -4.631  0.42
H  -0.657  -4.294  -5.093  0.37
H  -2.047  -5.552  -3.261  0.42

Properties
max |F|: 1.03 eV Å⁻¹
Kohn-Sham gap (alpha / beta): 0.196 / 0.194 Ha
E_LUMO (alpha / beta): -0.91 / -0.91 eV
relative energy (zero: lowest compared OMol25 entry of this formula, charge and spin): 0.106 eV
calculated total energy: -4874.58742 a.u.
total charge: 0

Copy entry 1 word for word.
This record from the OMol25 dataset describes C24H25FN4O4S as an isolated structure in a non-equilibrium geometry. The level of theory is ωB97M-V/def2-TZVPD.

Each line ends with the Mulliken charge.
CARTESIAN COORDINATES (ANGSTROEM)
C  5.737  -0.309  5.289  -0.92
H  6.373  -1.106  5.706  0.32
O  5.814  -0.664  3.922  -0.48
C  5.299  0.125  2.946  0.30
C  5.788  -0.255  1.523  -1.38
C  5.179  0.594  0.571  -0.65
C  4.254  1.706  0.781  -0.21
C  3.836  1.689  2.168  -0.26
C  4.400  1.062  3.281  1.21
O  3.964  1.407  4.466  -0.55
C  2.858  2.323  4.948  -0.62
H  2.819  2.227  5.960  0.31
H  2.105  1.928  4.074  0.24
H  3.112  3.355  4.495  0.26
H  3.108  2.457  2.291  0.64
C  3.515  2.350  -0.296  -1.24
C  2.184  1.662  -0.695  0.79
N  1.832  1.087  -1.642  -0.65
N  0.447  0.382  -1.561  -0.15
C  -0.072  0.806  -0.417  0.40
N  -1.247  0.176  -0.198  0.16
C  -1.894  0.574  1.153  0.31
O  -1.407  1.018  2.016  -0.35
C  -3.312  -0.005  1.201  -0.30
H  -3.642  -0.241  2.282  0.36
C  -4.340  0.399  0.073  -0.96
C  -4.664  -0.705  -0.917  0.67
O  -5.635  -0.727  -1.560  -0.57
N  -4.116  -1.731  -0.289  0.38
C  -4.455  -3.087  -0.935  -1.08
H  -4.651  -3.951  0.000  0.32
H  -5.270  -3.154  -1.481  0.55
C  -3.333  -3.614  -1.781  -1.66
C  -2.880  -2.552  -2.910  0.43
C  -3.829  -2.224  -3.847  -0.30
C  -3.796  -1.224  -4.551  -1.07
C  -2.450  -0.672  -4.600  0.67
C  -1.608  -0.540  -3.599  -0.61
C  -1.803  -1.814  -2.691  -0.21
H  -1.040  -1.985  -1.826  0.70
H  -0.681  -0.077  -3.655  0.39
F  -2.226  0.760  -5.308  -0.44
H  -4.267  -0.908  -5.452  0.46
H  -4.702  -2.748  -3.977  0.49
H  -3.521  -4.598  -2.188  0.53
H  -2.487  -3.876  -1.340  0.68
C  -3.324  -1.655  0.698  -0.76
H  -2.339  -2.045  0.422  0.38
H  -3.732  -2.379  1.752  0.31
H  -5.062  0.967  0.705  0.36
H  -3.831  1.121  -0.516  0.35
H  -1.810  -0.281  -0.962  -0.10
S  0.736  1.431  0.651  -0.35
H  3.307  3.362  -0.179  0.49
H  3.964  2.210  -1.345  0.32
H  5.252  0.434  -0.329  0.77
H  6.489  -0.949  1.499  0.60
H  4.829  -0.539  5.679  0.39
H  5.970  0.642  5.671  0.32

Properties
max |F|: 16.18 eV Å⁻¹
Kohn-Sham gap: 0.307 Ha
E_LUMO: 0.50 eV
relative energy (zero: lowest compared OMol25 entry of this formula, charge and spin): 17.384 eV
calculated total energy: -1946.96715 a.u.
total charge: 0

- What is the relative energy (zero: lowest compared OMol25 entry of this formula, charge and spin) in the second record?
  0.806 eV